75
Properties=species:S:1:pos:R:3:mulliken_charge:R:1 method="wB97M-V/def2-TZVPD" smiles="CCO[Si@](Cl)([PH2]=O)B(O)O.O=C1C=C(O)C(=O)C=C1O.O=C1C=C(O)C(=O)C=C1O.O=C1C=C(O)C(=O)C=C1O.O=C1C=C(O)C(=O)C=C1O" charge=0 lumo_ev=-1.65 gap_ev=7.6 de_lowest_kcal_mol=0.0 total_energy_ha=-3626.6261
C 0.535 3.396 -0.596 -1.323
C 0.770 1.914 -0.375 0.066
O 1.701 1.395 -1.338 -0.331
Si 1.335 0.569 -2.698 0.088
Cl -0.703 0.269 -2.967 -0.382
P 2.426 -1.412 -2.490 0.494
O 3.885 -1.094 -2.418 -0.658
B 2.057 1.571 -4.330 0.813
O 1.236 2.379 -5.077 -0.415
O 3.366 1.462 -4.693 -0.373
H 1.481 3.858 -0.880 0.306
H -0.208 3.592 -1.369 0.295
H 0.222 3.868 0.335 0.407
H -0.170 1.355 -0.383 0.179
H 1.220 1.756 0.605 0.296
H 2.064 -2.232 -3.583 0.077
H 1.932 -2.076 -1.351 -0.068
H 0.380 1.991 -5.281 0.250
H 4.009 1.601 -3.990 0.310
C 2.020 6.196 -8.253 -0.940
C 2.316 5.574 -7.099 0.233
C 3.614 5.832 -6.348 1.152
O 3.764 5.225 -5.303 -0.595
C 4.570 6.759 -6.906 -1.120
C 4.272 7.374 -8.060 0.353
C 2.967 7.135 -8.798 1.100
O 2.812 7.769 -9.828 -0.639
O 5.064 8.241 -8.666 -0.575
O 1.536 4.697 -6.506 -0.496
H 1.100 6.021 -8.791 0.438
H 5.496 6.927 -6.375 0.421
H 4.583 8.521 -9.472 0.380
H 1.998 4.386 -5.701 0.297
C -0.758 -3.456 1.585 -1.064
C -0.637 -2.166 1.247 0.140
C -1.301 -1.051 2.025 1.161
O -1.105 0.084 1.620 -0.565
C -2.113 -1.389 3.168 -1.110
C -2.239 -2.679 3.513 0.188
C -1.556 -3.794 2.745 1.053
O -1.725 -4.925 3.164 -0.648
O -2.954 -3.108 4.540 -0.550
O 0.069 -1.740 0.209 -0.411
H -0.287 -4.257 1.035 0.666
H -2.597 -0.591 3.709 0.501
H -2.855 -4.081 4.547 0.374
H -0.013 -0.766 0.210 0.244
C -6.722 2.402 5.396 -0.998
C -5.962 1.765 4.491 0.333
C -5.597 0.300 4.627 1.079
O -4.913 -0.172 3.733 -0.618
C -6.060 -0.436 5.777 -1.131
C -6.818 0.201 6.684 0.443
C -7.204 1.662 6.539 1.024
O -7.907 2.121 7.420 -0.628
O -7.300 -0.364 7.775 -0.575
O -5.465 2.337 3.408 -0.578
H -6.989 3.445 5.307 0.431
H -5.779 -1.476 5.869 0.473
H -7.810 0.331 8.236 0.375
H -4.963 1.641 2.938 0.371
C 1.301 -7.510 2.653 -1.060
C 2.228 -7.792 3.581 0.381
C 3.550 -7.050 3.664 1.060
O 4.300 -7.387 4.561 -0.628
C 3.830 -6.015 2.696 -0.933
C 2.904 -5.736 1.767 0.237
C 1.576 -6.466 1.700 1.136
O 0.806 -6.107 0.823 -0.714
O 3.050 -4.812 0.833 -0.559
O 2.091 -8.724 4.507 -0.586
H 0.354 -8.027 2.591 0.457
H 4.778 -5.499 2.752 0.449
H 2.231 -4.831 0.301 0.360
H 2.912 -8.700 5.038 0.379

72
Properties=species:S:1:pos:R:3:mulliken_spin:R:1 method="wB97M-V/def2-TZVPD" spin_multiplicity=4 charge=0 lumo_ev="-0.44 / -0.45" gap_ev="6.5 / 6.5" de_lowest_kcal_mol=15.8 total_energy_ha=-6915.5676
Co -1.293 -0.535 0.001 2.757
N -4.160 -1.515 0.984 0.002
N -4.550 -1.753 -0.324 0.000
C -3.687 -2.132 -1.276 0.006
N -4.198 -2.461 -2.464 0.001
N -2.372 -2.104 -0.998 0.019
N -1.547 -2.878 -1.759 -0.008
O -0.373 -2.786 -1.481 0.003
O -1.987 -3.657 -2.596 0.001
H -4.706 -2.090 1.609 0.000
H -4.227 -0.520 1.210 0.001
H -5.486 -1.501 -0.622 0.000
H -5.192 -2.489 -2.601 0.000
H -3.580 -2.903 -3.132 0.000
O 1.556 0.455 -1.026 0.004
C 0.783 -0.087 -1.939 0.001
O -0.439 0.024 -1.956 0.029
C 1.523 -0.864 -2.969 -0.002
C 2.884 -1.123 -2.852 0.001
C 3.532 -1.876 -3.821 0.000
C 2.829 -2.363 -4.911 0.001
C 1.476 -2.085 -5.005 0.000
C 0.805 -1.349 -4.054 0.002
N 0.722 -2.602 -6.161 0.000
O 1.347 -3.205 -7.011 0.000
O -0.473 -2.392 -6.192 0.000
H 3.425 -0.735 -2.001 0.000
H 4.587 -2.086 -3.727 0.000
H 3.308 -2.947 -5.682 0.000
H -0.254 -1.160 -4.143 0.000
Br -0.171 6.995 -0.096 0.000
C -1.137 5.371 0.075 0.000
C -1.691 5.040 1.299 0.001
C -2.385 3.846 1.419 -0.001
C -2.501 2.986 0.336 0.005
C -1.938 3.339 -0.885 -0.001
C -1.263 4.541 -1.028 -0.001
C -3.167 1.646 0.510 -0.004
O -3.965 1.474 1.434 0.012
O -2.827 0.738 -0.333 0.051
H -1.576 5.703 2.144 0.000
H -2.834 3.563 2.362 0.000
H -2.019 2.649 -1.714 -0.001
H -0.825 4.826 -1.974 0.000
C 1.766 -0.872 5.906 0.000
C 1.799 -1.124 4.436 -0.002
C 2.881 -0.938 3.631 0.006
C 2.731 -1.200 2.251 -0.004
N 1.598 -1.621 1.725 0.010
C 0.522 -1.773 2.508 0.016
S -1.005 -2.200 1.917 0.035
N 0.655 -1.547 3.853 0.006
C 3.876 -1.015 1.310 0.001
H 2.677 -0.376 6.226 0.000
H 1.669 -1.811 6.453 0.000
H 0.915 -0.241 6.163 0.000
H 3.813 -0.575 4.035 0.000
H -0.188 -1.662 4.401 -0.001
H 4.614 -0.321 1.707 0.000
H 3.501 -0.654 0.355 -0.001
H 4.360 -1.981 1.143 0.000
Cl 3.362 2.660 -0.374 0.002
C 2.026 2.133 0.608 0.009
C 1.938 2.447 1.906 -0.009
C 0.807 2.014 2.670 0.019
C -0.072 1.186 2.044 0.011
N -0.004 0.791 0.758 0.013
C 0.915 1.444 -0.117 0.018
H 2.726 3.030 2.366 0.000
H 0.673 2.309 3.698 -0.002
H -0.914 0.773 2.594 -0.006
H 0.406 2.127 -0.817 -0.002

64
Properties=species:S:1:pos:R:3:nbo_charge:R:1 method="wB97M-V/def2-TZVPD" charge=0 lumo_ev=-0.64 gap_ev=6.6 total_energy_ha=-2255.9797
Cd -0.027 0.058 0.035 1.688
O -2.074 3.422 1.445 -0.656
C -1.724 2.325 1.022 0.604
N -0.784 2.045 0.114 -0.844
C 0.135 3.103 -0.224 -0.281
C 1.578 2.724 0.086 0.251
C 2.564 3.706 0.108 -0.241
C 3.867 3.359 0.396 -0.135
C 4.171 2.028 0.659 -0.260
C 3.148 1.110 0.610 0.051
N 1.882 1.443 0.329 -0.568
C -2.429 1.097 1.605 0.143
C -3.602 1.278 2.317 -0.208
C -4.202 0.183 2.912 -0.143
C -3.604 -1.064 2.795 -0.249
C -2.433 -1.163 2.071 0.044
N -1.859 -0.111 1.482 -0.558
H -0.113 4.016 0.321 0.240
H 0.078 3.347 -1.291 0.209
H 2.289 4.734 -0.093 0.230
H 4.643 4.114 0.422 0.228
H 5.178 1.714 0.895 0.231
H 3.331 0.059 0.800 0.198
H -4.003 2.278 2.394 0.258
H -5.123 0.298 3.469 0.227
H -4.033 -1.943 3.254 0.231
H -1.931 -2.115 1.946 0.199
C 2.410 -4.693 -0.488 -0.592
C 2.092 -4.268 0.955 -0.170
C 3.370 -4.210 1.803 -0.589
C 1.060 -5.215 1.585 -0.589
C 1.503 -2.914 0.907 0.473
N 1.023 -1.874 0.842 -0.528
H 2.859 -5.686 -0.466 0.236
H 3.116 -4.008 -0.958 0.225
H 1.508 -4.741 -1.098 0.229
H 3.791 -5.213 1.863 0.230
H 3.160 -3.861 2.814 0.222
H 4.113 -3.552 1.351 0.222
H 1.491 -6.214 1.631 0.231
H 0.151 -5.260 0.985 0.226
H 0.802 -4.902 2.597 0.220
O 0.071 -6.276 -8.444 -0.987
S 0.846 -5.357 -7.645 2.400
O 1.121 -5.799 -6.291 -1.012
O 1.959 -4.713 -8.318 -0.997
C -0.270 -3.938 -7.390 0.154
N -1.127 -3.573 -8.350 -0.397
C -1.898 -2.528 -8.090 0.082
C -1.861 -1.834 -6.887 -0.307
C -0.920 -2.272 -5.977 0.147
N -0.129 -3.301 -6.230 -0.443
C -0.716 -1.687 -4.620 0.127
C -1.320 -0.519 -4.167 -0.254
C -1.076 -0.086 -2.878 0.040
N -0.268 -0.748 -2.041 -0.614
C 0.325 -1.863 -2.484 0.035
C 0.133 -2.364 -3.746 -0.236
H -2.601 -2.244 -8.866 0.194
H -2.541 -1.016 -6.690 0.212
H -1.977 0.058 -4.803 0.229
H -1.534 0.817 -2.489 0.215
H 0.977 -2.368 -1.783 0.191
H 0.621 -3.268 -4.089 0.289

66
Properties=species:S:1:pos:R:3:nbo_charge:R:1 method="wB97M-V/def2-TZVPD" charge=0 lumo_ev=-0.25 gap_ev=7.2 de_lowest_kcal_mol=14.8 total_energy_ha=-3390.6182
Y -0.181 -0.087 0.158 1.979
Cl 6.805 0.572 1.415 0.012
C 5.304 -0.002 0.769 -0.071
C 4.120 0.490 1.304 -0.253
C 2.885 0.070 0.824 0.126
N 1.643 0.532 1.312 -0.832
C 1.529 1.400 2.345 0.641
O 2.413 1.914 3.017 -0.627
C 0.091 1.765 2.727 0.157
C -0.122 2.383 3.949 -0.206
C -1.415 2.727 4.300 -0.139
C -2.456 2.437 3.431 -0.241
C -2.162 1.795 2.246 0.078
N -0.914 1.480 1.893 -0.556
C 2.850 -0.854 -0.265 0.205
C 4.048 -1.346 -0.768 -0.287
C 5.269 -0.927 -0.253 -0.063
Cl 6.722 -1.579 -0.935 0.007
N 1.578 -1.168 -0.803 -0.828
C 1.428 -1.801 -1.980 0.622
O 2.280 -2.287 -2.721 -0.648
C -0.011 -1.882 -2.499 0.160
C -0.278 -2.704 -3.586 -0.211
C -1.558 -2.725 -4.108 -0.149
C -2.537 -1.920 -3.540 -0.254
C -2.192 -1.135 -2.459 0.060
N -0.957 -1.115 -1.951 -0.537
H 4.163 1.200 2.112 0.273
H 0.731 2.580 4.581 0.257
H -1.615 3.207 5.249 0.223
H -3.482 2.668 3.679 0.228
H -2.946 1.502 1.558 0.207
H 4.037 -2.054 -1.577 0.270
H 0.530 -3.294 -3.993 0.259
H -1.795 -3.362 -4.950 0.225
H -3.551 -1.911 -3.916 0.229
H -2.928 -0.516 -1.960 0.203
C -0.641 -4.221 2.618 -0.254
O -0.395 -2.852 2.945 -0.538
C -1.419 -1.987 2.740 0.019
S -1.998 -1.135 4.001 -0.060
S -1.986 -1.880 1.083 -0.399
H 0.250 -4.763 2.921 0.201
H -0.811 -4.344 1.548 0.194
H -1.503 -4.585 3.179 0.182
C -2.449 2.629 -2.410 -0.395
N -1.226 2.351 -3.146 -0.428
C -1.167 2.635 -4.572 -0.204
C -0.213 1.661 -5.233 -0.420
C 1.143 1.783 -4.570 -0.205
N 1.023 1.747 -3.118 -0.417
C 2.270 1.508 -2.400 -0.406
C -0.138 1.929 -2.465 0.831
O -0.239 1.717 -1.226 -0.793
H -3.081 3.267 -3.025 0.210
H -2.229 3.147 -1.480 0.228
H -3.003 1.717 -2.180 0.194
H -0.843 3.667 -4.746 0.195
H -2.173 2.533 -4.977 0.213
H -0.125 1.875 -6.297 0.231
H -0.596 0.643 -5.122 0.217
H 1.642 2.710 -4.874 0.194
H 1.792 0.955 -4.863 0.222
H 3.018 2.220 -2.757 0.206
H 2.634 0.496 -2.578 0.223
H 2.129 1.658 -1.335 0.242

67
Properties=species:S:1:pos:R:3:nbo_charge:R:1 method="wB97M-V/def2-TZVPD" charge=-1 lumo_ev="1.20 / 1.20" gap_ev="3.7 / 3.7" total_energy_ha=-9972.0869
V -0.961 -0.534 -0.220 -0.198
C -2.479 3.424 -0.336 -0.674
C -1.438 2.376 -0.070 0.155
N -1.709 1.109 -0.186 -0.175
N -2.866 0.650 -0.676 -0.432
C -3.305 -0.615 -0.656 0.323
N -4.642 -0.759 -0.893 -0.754
S -2.439 -2.010 -0.408 0.248
C -0.060 2.673 0.264 0.161
C 0.426 3.937 0.623 -0.243
C 1.763 4.075 0.934 -0.170
C 2.601 2.968 0.909 -0.256
C 2.049 1.751 0.544 0.081
N 0.771 1.618 0.226 -0.394
H -2.843 3.358 -1.368 0.224
H -2.068 4.418 -0.195 0.237
H -3.332 3.315 0.341 0.228
H -3.611 1.315 -0.862 0.403
H -5.129 0.004 -1.340 0.383
H -4.937 -1.671 -1.200 0.417
H -0.243 4.785 0.675 0.205
H 2.146 5.049 1.213 0.211
H 3.647 3.042 1.168 0.223
H 2.634 0.833 0.503 0.228
Se 0.718 -1.517 0.157 0.374
Te 3.063 -2.648 0.299 0.022
Te 5.412 -3.883 0.646 -0.736
Se 1.956 -1.388 -1.503 -0.245
Cl -0.643 1.207 3.099 -0.437
Si -1.412 -0.489 2.132 1.102
Cl -1.320 -2.021 3.514 -0.409
Cl -3.511 -0.034 2.280 -0.501
N -0.354 0.183 -2.012 -1.403
P -0.415 0.053 -3.555 1.778
C 1.016 -0.509 -4.556 -0.414
C 0.904 -1.443 -5.582 -0.210
C 2.045 -1.958 -6.180 -0.213
C 3.301 -1.564 -5.746 -0.200
C 3.421 -0.601 -4.754 -0.230
C 2.281 -0.052 -4.186 -0.111
C -0.788 1.686 -4.267 -0.398
C -0.635 2.797 -3.447 -0.193
C -0.898 4.067 -3.941 -0.213
C -1.324 4.219 -5.254 -0.216
C -1.460 3.112 -6.080 -0.240
C -1.182 1.844 -5.593 -0.143
C -1.758 -1.068 -4.089 -0.402
C -1.502 -2.429 -3.898 -0.124
C -2.519 -3.359 -4.036 -0.231
C -3.810 -2.932 -4.321 -0.222
C -4.083 -1.578 -4.453 -0.237
C -3.062 -0.645 -4.324 -0.213
H -0.068 -1.781 -5.917 0.215
H 1.948 -2.695 -6.967 0.205
H 4.187 -2.012 -6.177 0.211
H 4.394 -0.290 -4.402 0.219
H 2.378 0.725 -3.437 0.226
H -0.301 2.649 -2.425 0.244
H -0.760 4.931 -3.303 0.207
H -1.544 5.207 -5.638 0.206
H -1.780 3.242 -7.107 0.207
H -1.268 0.975 -6.237 0.209
H -0.498 -2.745 -3.628 0.234
H -2.309 -4.411 -3.888 0.219
H -4.613 -3.655 -4.413 0.209
H -5.100 -1.247 -4.634 0.204
H -3.276 0.415 -4.425 0.218

57
Properties=species:S:1:pos:R:3:mulliken_spin:R:1 method="wB97M-V/def2-TZVPD" spin_multiplicity=5 charge=+2 lumo_ev="-6.91 / -6.70" gap_ev="7.1 / 7.3" total_energy_ha=-4926.0863
Pm -0.461 0.311 0.946 4.046
Cl -1.513 1.259 2.719 -0.017
P 1.030 -1.228 -0.260 -0.020
C 2.297 -0.497 -1.227 0.004
C 2.691 -1.071 -2.428 -0.001
C 3.758 -0.509 -3.144 0.000
C 4.419 0.617 -2.656 0.000
C 4.005 1.201 -1.458 0.001
C 2.936 0.649 -0.750 0.007
C 1.832 -1.908 1.251 -0.006
C 1.026 -2.409 2.278 -0.005
C 1.615 -2.952 3.422 0.002
C 3.002 -2.997 3.535 -0.001
C 3.803 -2.501 2.505 0.000
C 3.223 -1.954 1.361 0.002
C 0.227 -2.605 -1.017 0.000
C -1.159 -2.649 -1.173 0.007
C -1.758 -3.770 -1.757 0.002
C -0.970 -4.844 -2.168 0.000
C 0.413 -4.808 -1.980 -0.001
C 1.012 -3.682 -1.391 0.000
H -0.066 -2.380 2.185 0.001
H 0.983 -3.334 4.222 0.000
H 3.462 -3.420 4.427 0.000
H 4.888 -2.540 2.591 0.000
H 3.848 -1.560 0.565 0.001
H 2.176 -1.936 -2.826 0.000
H 4.062 -0.955 -4.089 0.000
H 5.248 1.047 -3.214 0.000
H 4.505 2.089 -1.078 0.000
H 2.589 1.114 0.177 0.001
H -1.769 -1.812 -0.821 -0.002
H -2.839 -3.802 -1.880 0.000
H -1.433 -5.718 -2.621 0.000
H 1.028 -5.654 -2.278 0.000
H 2.085 -3.679 -1.221 0.000
H 1.736 -1.017 -7.788 0.000
H 1.169 -1.509 -7.798 0.000
C -0.791 4.375 0.853 0.001
N -2.080 3.677 0.679 0.000
C -2.386 2.658 -0.161 -0.001
Se -1.271 1.869 -1.288 -0.020
N -3.689 2.271 -0.004 -0.001
C -4.226 3.078 0.992 -0.001
C -5.463 3.078 1.526 0.000
C -5.717 3.998 2.542 0.000
C -4.715 4.880 2.981 0.000
C -3.442 4.858 2.409 0.000
C -3.226 3.953 1.421 0.000
H -0.924 5.451 0.645 0.000
H -0.039 3.969 0.159 -0.001
H -0.431 4.241 1.886 0.000
H -4.187 1.521 -0.505 0.000
H -6.225 2.381 1.173 0.000
H -6.709 4.030 3.006 0.000
H -4.931 5.594 3.783 0.000
H -2.651 5.532 2.740 0.000